No. 1
{"formula": "C19H12N6S3Zn", "method": "wB97M-V/def2-TZVPD", "species": ["Zn", "S", "C", "C", "C", "C", "N", "C", "C", "C", "S", "C", "N", "H", "H", "N", "C", "C", "N", "C", "C", "N", "H", "H", "H", "H", "H", "S", "C", "N", "C", "C", "C", "C", "C", "C", "H", "H", "H", "H", "H"], "xyz": [[0.53, -1.51, -0.17], [2.79, -1.89, -0.24], [3.08, -0.84, 1.13], [4.28, -0.09, 1.23], [4.53, 0.82, 2.26], [5.69, 1.65, 2.21], [6.62, 2.33, 2.17], [3.58, 0.96, 3.29], [2.41, 0.20, 3.25], [2.09, -0.68, 2.20], [0.49, -1.36, 2.11], [3.74, 1.92, 4.32], [3.91, 2.67, 5.19], [5.03, -0.21, 0.45], [1.72, 0.30, 4.07], [-4.30, -4.38, -0.77], [-3.68, -3.19, -0.56], [-2.29, -3.03, -0.79], [-1.65, -1.90, -0.48], [-2.39, -0.89, 0.06], [-3.75, -1.06, 0.19], [-4.41, -2.20, -0.06], [-3.82, -5.16, -1.20], [-5.31, -4.43, -0.64], [-1.75, -3.89, -1.18], [-1.91, 0.04, 0.35], [-4.37, -0.26, 0.59], [0.69, 3.19, -0.40], [1.24, 1.58, -0.19], [0.61, 0.63, -0.88], [-0.32, 1.19, -1.77], [-1.08, 0.54, -2.75], [-2.03, 1.26, -3.44], [-2.23, 2.64, -3.22], [-1.40, 3.28, -2.29], [-0.44, 2.58, -1.59], [2.03, 1.40, 0.54], [-0.88, -0.50, -2.94], [-2.61, 0.75, -4.20], [-2.96, 3.20, -3.79], [-1.48, 4.33, -2.07]], "nbo_charge": [1.470, -0.434, -0.194, -0.183, -0.160, 0.272, -0.294, -0.161, -0.176, -0.192, -0.483, 0.272, -0.293, 0.238, 0.233, -0.783, 0.347, -0.028, -0.510, -0.063, 0.034, -0.416, 0.402, 0.418, 0.206, 0.233, 0.212, 0.467, -0.068, -0.580, 0.106, -0.222, -0.198, -0.210, -0.187, -0.235, 0.260, 0.225, 0.222, 0.229, 0.222], "e_tot_ev": -109763.409, "max_force_ev_per_a": 2.05, "e_above_lowest_kcal_mol": 0.00}

***

No. 2
{"formula": "C19H13ClCoF3N4O2SSbSe4", "method": "wB97M-V/def2-TZVPD", "species": ["Co", "O", "C", "C", "C", "C", "C", "C", "C", "O", "N", "N", "C", "C", "C", "C", "C", "C", "N", "H", "H", "H", "H", "H", "H", "H", "H", "H", "H", "F", "C", "F", "F", "C", "C", "C", "C", "N", "C", "S", "H", "H", "H", "Se", "Sb", "Se", "Se", "Se", "Cl"], "xyz": [[1.20, -0.70, 0.75], [1.41, 3.73, 0.78], [0.09, 3.91, 0.62], [-0.36, 5.23, 0.51], [-1.70, 5.50, 0.33], [-2.63, 4.47, 0.26], [-2.19, 3.16, 0.37], [-0.84, 2.86, 0.55], [-0.40, 1.45, 0.63], [0.87, 1.22, 0.73], [-1.32, 0.51, 0.58], [-0.68, -0.69, 0.64], [-1.27, -1.83, 0.57], [-0.36, -2.97, 0.69], [-0.76, -4.29, 0.75], [0.22, -5.27, 0.84], [1.55, -4.90, 0.88], [1.89, -3.55, 0.83], [0.95, -2.62, 0.75], [1.57, 2.76, 0.85], [0.37, 6.02, 0.57], [-2.03, 6.53, 0.25], [-3.68, 4.68, 0.12], [-2.88, 2.33, 0.31], [-2.34, -1.93, 0.44], [-1.81, -4.54, 0.69], [-0.06, -6.31, 0.89], [2.35, -5.62, 0.98], [2.91, -3.20, 0.88], [-3.06, -1.37, -2.72], [-2.27, -0.79, -3.65], [-2.11, -1.68, -4.65], [-3.02, 0.21, -4.19], [-0.99, -0.25, -3.08], [-0.71, 1.08, -3.27], [0.46, 1.63, -2.73], [1.20, 0.80, -1.92], [0.93, -0.48, -1.69], [-0.09, -1.09, -2.36], [-0.25, -2.78, -2.33], [-1.39, 1.70, -3.84], [0.73, 2.66, -2.87], [2.07, 1.18, -1.40], [3.93, -3.55, 3.72], [3.21, -1.29, 4.13], [2.22, -1.16, 6.47], [4.67, 0.56, 4.50], [0.97, -0.73, 3.07], [3.40, -0.64, 0.74]], "nbo_charge": [0.950, -0.675, 0.355, -0.288, -0.187, -0.283, -0.147, -0.154, 0.594, -0.722, -0.433, -0.238, 0.085, 0.207, -0.232, -0.152, -0.245, 0.117, -0.423, 0.527, 0.214, 0.196, 0.200, 0.235, 0.211, 0.216, 0.204, 0.224, 0.264, -0.331, 0.991, -0.329, -0.355, -0.274, -0.116, -0.358, 0.089, -0.555, 0.101, -0.350, 0.216, 0.214, 0.214, -0.784, 1.056, -0.412, -0.663, -0.390, -0.583], "e_tot_ev": -367035.257, "max_force_ev_per_a": 0.73, "s2": 0.76, "total_charge": -2, "e_above_lowest_kcal_mol": 14.02, "multiplicity": 2}

***

No. 3
{"formula": "C19H13CsF6N5O8S2", "method": "wB97M-V/def2-TZVPD", "species": ["Cs", "O", "C", "O", "C", "C", "C", "C", "C", "N", "C", "O", "O", "H", "H", "H", "H", "N", "C", "C", "C", "C", "C", "N", "C", "C", "C", "C", "C", "N", "H", "H", "H", "H", "H", "H", "H", "H", "H", "F", "C", "F", "F", "S", "O", "O", "N", "S", "O", "O", "C", "F", "F", "F"], "xyz": [[0.57, -0.63, 1.34], [3.36, 0.98, -2.89], [2.66, 1.09, -1.74], [1.49, 1.33, -1.74], [3.51, 0.88, -0.53], [4.87, 0.60, -0.63], [5.57, 0.40, 0.55], [4.89, 0.47, 1.75], [3.52, 0.75, 1.75], [2.86, 0.96, 0.62], [2.75, 0.76, 3.10], [3.44, 0.53, 4.10], [1.52, 0.97, 3.01], [2.73, 1.08, -3.62], [5.35, 0.54, -1.59], [6.63, 0.17, 0.53], [5.36, 0.30, 2.71], [-3.02, 3.36, 0.51], [-3.53, 2.07, 0.56], [-4.92, 1.91, 0.57], [-5.46, 0.64, 0.57], [-4.60, -0.44, 0.56], [-3.24, -0.19, 0.54], [-2.71, 1.02, 0.53], [-1.75, 3.84, 0.81], [-1.49, 5.19, 0.53], [-0.24, 5.70, 0.83], [0.71, 4.85, 1.39], [0.35, 3.54, 1.65], [-0.85, 3.04, 1.36], [-3.71, 4.07, 0.32], [-5.57, 2.79, 0.59], [-6.53, 0.50, 0.58], [-4.97, -1.46, 0.56], [-2.53, -1.01, 0.51], [-2.25, 5.82, 0.08], [0.00, 6.73, 0.61], [1.70, 5.21, 1.63], [1.04, 2.85, 2.11], [1.38, -3.55, -3.16], [0.91, -2.74, -2.21], [1.93, -1.96, -1.79], [-0.02, -1.95, -2.74], [0.24, -3.70, -0.76], [-0.23, -2.65, 0.09], [1.37, -4.44, -0.30], [-0.96, -4.48, -1.36], [-0.89, -5.85, -2.14], [-1.35, -5.71, -3.49], [0.27, -6.66, -1.88], [-2.28, -6.71, -1.27], [-3.42, -6.03, -1.38], [-2.48, -7.92, -1.79], [-2.01, -6.87, 0.03]], "mulliken_charge": [1.073, -0.486, 0.203, -0.560, 0.394, -0.587, -0.458, -0.787, 0.518, 0.155, 0.283, -0.788, -0.744, 0.355, 0.499, 0.415, 0.533, -0.092, 0.558, -0.555, -0.388, -0.778, -0.061, -0.141, 0.534, -0.508, -0.481, -0.680, -0.156, -0.173, 0.164, 0.281, 0.385, 0.406, 0.236, 0.300, 0.387, 0.413, 0.355, -0.240, 0.638, -0.176, -0.218, 0.787, -0.546, -0.626, -0.343, 0.996, -0.646, -0.608, 0.658, -0.240, -0.224, -0.236], "e_tot_ev": -82271.417, "max_force_ev_per_a": 1.82, "total_charge": -1, "e_above_lowest_kcal_mol": 21.88}

***

No. 4
{"formula": "C19H14Cl2N2O4Pt", "method": "wB97M-V/def2-TZVPD", "species": ["Pt", "C", "O", "C", "C", "C", "C", "C", "C", "N", "N", "C", "C", "O", "C", "C", "C", "C", "C", "C", "C", "C", "H", "H", "H", "H", "H", "H", "H", "H", "H", "H", "H", "H", "H", "Cl", "C", "Cl", "C", "O", "O", "H"], "xyz": [[-1.98, 0.26, 1.26], [-1.96, 3.60, 0.74], [-1.06, 3.50, -0.12], [0.28, 3.09, 0.24], [1.18, 4.12, 0.37], [2.50, 3.83, 0.70], [2.89, 2.51, 0.87], [1.97, 1.49, 0.69], [0.64, 1.75, 0.37], [-0.22, 0.61, 0.13], [0.36, -0.21, -0.61], [-0.12, -1.47, -0.90], [-1.20, -2.16, -0.21], [-1.95, -1.63, 0.66], [-1.47, -3.54, -0.52], [-0.77, -4.17, -1.48], [0.27, -3.50, -2.23], [0.95, -4.15, -3.24], [1.95, -3.49, -3.96], [2.28, -2.16, -3.67], [1.62, -1.50, -2.66], [0.59, -2.14, -1.92], [-4.21, 3.24, 4.16], [-1.88, 2.30, 3.42], [-5.28, 1.91, 0.04], [0.85, 5.14, 0.22], [3.21, 4.63, 0.82], [3.91, 2.27, 1.12], [2.28, 0.46, 0.81], [-2.25, -4.02, 0.04], [-0.98, -5.20, -1.71], [0.71, -5.18, -3.47], [2.47, -4.01, -4.75], [3.06, -1.66, -4.23], [1.88, -0.47, -2.43], [-2.82, 1.93, 2.60], [-3.18, 0.15, 2.79], [-4.78, 0.78, -0.26], [1.11, 1.15, 4.19], [1.63, 1.85, 4.94], [0.59, 0.45, 3.42], [-3.07, -0.35, 3.75]], "nbo_charge": [0.813, 0.228, -0.497, 0.217, -0.219, -0.144, -0.192, -0.201, 0.104, -0.247, -0.104, 0.025, 0.469, -0.585, -0.276, -0.050, -0.105, -0.113, -0.061, -0.215, -0.099, 0.082, 0.013, 0.329, 0.287, 0.260, 0.253, 0.250, 0.242, 0.263, 0.251, 0.247, 0.250, 0.254, 0.245, 0.354, -0.294, -0.266, 1.025, -0.451, -0.571, 0.228], "e_tot_ev": -59362.920, "max_force_ev_per_a": 1.28, "s2": 6.05, "total_charge": 2, "e_above_lowest_kcal_mol": 196.94, "multiplicity": 5}

***

No. 5
{"formula": "C19H14ClIrO5P", "method": "wB97M-V/def2-TZVPD", "species": ["Ir", "O", "Cl", "O", "O", "O", "O", "C", "C", "C", "C", "C", "C", "C", "P", "C", "C", "C", "C", "C", "C", "C", "C", "C", "C", "C", "C", "H", "H", "H", "H", "H", "H", "H", "H", "H", "H", "H", "H", "H", "H"], "xyz": [[1.44, 1.91, 0.31], [0.37, 3.99, 3.41], [1.32, 3.76, 2.39], [2.44, 4.62, 2.41], [1.77, 2.29, 2.34], [0.62, 3.84, 1.07], [3.47, 0.95, -0.44], [2.62, 0.36, 0.19], [2.27, -1.06, 0.45], [3.20, -2.06, 0.63], [2.75, -3.33, 1.00], [1.40, -3.56, 1.17], [0.47, -2.53, 0.98], [0.92, -1.28, 0.63], [-0.09, 0.20, 0.35], [0.09, 0.57, -1.38], [0.56, -0.34, -2.36], [0.72, 0.10, -3.65], [0.47, 1.44, -4.00], [0.05, 2.33, -3.06], [-0.16, 1.90, -1.73], [-1.80, -0.18, 0.67], [-2.20, -0.42, 1.99], [-3.51, -0.79, 2.26], [-4.42, -0.90, 1.22], [-4.03, -0.66, -0.09], [-2.72, -0.29, -0.37], [4.25, -1.85, 0.51], [3.47, -4.13, 1.17], [1.05, -4.55, 1.45], [-0.59, -2.72, 1.11], [0.78, -1.36, -2.10], [1.06, -0.60, -4.41], [0.59, 1.76, -5.03], [-0.14, 3.36, -3.32], [-0.61, 2.58, -1.02], [-1.49, -0.32, 2.81], [-3.82, -0.98, 3.28], [-5.44, -1.18, 1.43], [-4.74, -0.75, -0.90], [-2.41, -0.10, -1.39]], "nbo_charge": [0.807, -0.710, 2.486, -0.716, -0.772, -0.863, -0.504, 0.481, -0.185, -0.129, -0.171, -0.159, -0.174, -0.337, 1.200, -0.321, -0.227, -0.158, -0.162, -0.172, -0.289, -0.347, -0.189, -0.198, -0.158, -0.186, -0.204, 0.248, 0.244, 0.240, 0.240, 0.236, 0.240, 0.242, 0.244, 0.258, 0.229, 0.238, 0.236, 0.235, 0.225], "e_tot_ev": -54802.239, "max_force_ev_per_a": 3.89, "total_charge": 1, "e_above_lowest_kcal_mol": 28.64}

***

No. 6
{"formula": "C19H14CrNO4PSe2", "method": "wB97M-V/def2-TZVPD", "species": ["Cr", "O", "C", "O", "C", "C", "C", "C", "C", "N", "C", "O", "O", "H", "H", "H", "H", "Se", "P", "Se", "C", "C", "C", "C", "C", "C", "C", "C", "C", "C", "C", "C", "H", "H", "H", "H", "H", "H", "H", "H", "H", "H"], "xyz": [[3.98, -15.28, 3.01], [3.07, -15.66, -1.21], [3.29, -15.68, 0.06], [3.49, -14.63, 0.69], [3.21, -16.98, 0.71], [3.01, -18.16, 0.03], [2.86, -19.34, 0.85], [3.11, -19.18, 2.21], [3.52, -18.02, 2.78], [3.48, -16.93, 2.02], [3.83, -17.71, 4.31], [4.03, -18.58, 5.09], [3.95, -16.47, 4.49], [3.19, -14.74, -1.56], [2.94, -18.20, -1.04], [2.55, -20.26, 0.44], [3.11, -20.01, 2.91], [2.26, -13.44, 3.81], [4.17, -12.53, 4.26], [5.79, -13.91, 3.59], [4.34, -12.15, 6.01], [5.07, -13.08, 6.85], [4.89, -12.98, 8.20], [4.23, -11.89, 8.79], [3.69, -10.91, 7.97], [3.79, -10.99, 6.59], [4.24, -10.91, 3.40], [3.71, -10.88, 2.12], [3.89, -9.79, 1.30], [4.55, -8.67, 1.79], [5.09, -8.67, 3.07], [4.98, -9.82, 3.85], [5.60, -13.84, 6.35], [5.18, -13.80, 8.86], [4.10, -11.91, 9.87], [3.26, -10.04, 8.50], [3.31, -10.27, 5.93], [3.24, -11.77, 1.78], [3.67, -9.85, 0.27], [4.62, -7.79, 1.13], [5.53, -7.75, 3.44], [5.52, -9.88, 4.82]], "nbo_charge": [1.024, -0.639, 0.768, -0.596, 0.040, -0.167, -0.151, -0.194, 0.112, -0.473, 0.768, -0.602, -0.713, 0.519, 0.242, 0.230, 0.250, -0.495, 1.048, -0.451, -0.422, -0.160, -0.207, -0.192, -0.213, -0.188, -0.397, -0.173, -0.203, -0.190, -0.218, -0.186, 0.239, 0.219, 0.219, 0.218, 0.228, 0.234, 0.210, 0.214, 0.219, 0.229], "e_tot_ev": -198015.844, "max_force_ev_per_a": 3.25, "s2": 6.03, "e_above_lowest_kcal_mol": 11.76, "multiplicity": 5}